A single C20H17NO6S molecule, computed with the ωB97M-V functional and the def2-TZVPD basis.

```
45
Properties=species:S:1:pos:R:3:forces:R:3
O -0.485669 -0.106702 5.827032 0.01 0.09 -0.05
C -0.326564 0.043540 4.640345 -0.06 0.35 -0.22
C -0.149258 1.443471 4.056640 0.39 0.27 0.54
O -0.624092 1.515193 2.720398 -0.33 -0.06 0.01
C 0.194882 2.037740 1.799743 0.30 0.17 -0.06
O 1.265365 2.532315 2.052937 -0.09 -0.01 -0.05
C -0.347856 1.894465 0.424600 -0.05 0.01 -0.29
C -1.218042 0.852624 0.107883 0.02 0.10 -0.01
C -1.613469 0.672389 -1.204615 -0.08 -0.08 0.08
C -1.150588 1.540174 -2.174502 -0.04 0.05 -0.46
S -1.568918 1.196236 -3.876533 -0.01 -0.50 -0.07
O -0.973658 2.193463 -4.719950 0.21 0.03 0.30
O -2.970202 0.929618 -3.997622 -0.04 -0.19 0.17
N -0.801710 -0.282636 -4.072828 -0.60 0.74 0.00
C 0.627458 -0.228024 -4.351365 0.44 0.34 0.47
C 1.407385 -0.436215 -3.093051 0.25 -1.00 -0.24
C 1.858284 -1.571565 -2.484480 -0.22 0.48 -0.44
C 2.510176 -1.155175 -1.297831 0.04 0.52 0.14
C 2.400049 0.199834 -1.269609 0.32 -0.62 0.52
O 1.738008 0.641710 -2.350410 -0.04 0.28 -0.34
C -0.314140 2.595810 -1.871622 -0.10 0.15 -0.07
C 0.097687 2.770199 -0.562735 -0.11 -0.10 0.21
C -0.333328 -1.077521 3.673887 -0.06 -0.60 -0.09
C -1.210572 -2.135079 3.913563 0.10 0.22 0.03
C -1.300629 -3.183897 3.018836 -0.03 -0.08 -0.04
C -0.508310 -3.192523 1.881821 -0.01 -0.01 0.02
C 0.389516 -2.161797 1.653905 0.10 -0.04 -0.05
C 0.483430 -1.108376 2.544874 -0.10 -0.05 0.17
H -0.705044 2.154518 4.676086 0.09 -0.16 -0.10
H 0.914356 1.720097 4.082984 -0.22 -0.06 0.05
H -1.552896 0.181626 0.883317 -0.05 -0.06 0.04
H -2.268747 -0.132611 -1.495324 -0.07 -0.16 0.07
H -1.339128 -0.881676 -4.677378 -0.26 -0.01 -0.13
H 0.894741 -0.999072 -5.074800 -0.09 0.09 0.06
H 0.863952 0.758525 -4.766451 0.17 -0.24 -0.13
H 1.749424 -2.575271 -2.840572 -0.06 -0.21 -0.15
H 3.008436 -1.777821 -0.582919 0.12 -0.05 0.20
H 2.737830 0.934579 -0.566057 0.02 0.21 0.06
H 0.016143 3.244376 -2.667049 0.10 0.10 -0.04
H 0.773261 3.566809 -0.290698 0.06 0.06 0.00
H -1.823267 -2.108147 4.802004 -0.05 0.00 0.08
H -1.988710 -3.994351 3.206462 -0.07 -0.06 0.01
H -0.582894 -4.006912 1.176773 -0.01 -0.07 -0.06
H 1.014268 -2.172051 0.773845 0.05 0.00 -0.07
H 1.213041 -0.331890 2.370468 0.06 0.15 -0.05
```
Positions in Å, forces in eV/Å.

Output
SMILES = O=C(COC(=O)c1ccc(S(=O)(=O)NCc2ccco2)cc1)c1ccccc1
Orbital gap = 8.8 eV
LUMO = -0.2 eV
Highest occupied orbital energy = -9.03 eV

A molecular structure, C20H18AuI2N6S, computed with the ωB97M-V functional and the def2-TZVPD basis.

```
48
Properties=species:S:1:pos:R:3:forces:R:3
Au -1.227683 -0.426457 -0.345350 0.73 -0.14 -0.35
S 1.350157 -0.127245 -0.780400 -0.01 0.06 0.19
C 1.239235 1.570120 -0.496827 0.31 -0.04 0.13
N 2.229371 2.448360 -0.378226 -0.29 -0.01 -0.11
N 3.479965 2.137911 -0.206277 -0.04 0.09 -0.19
C 4.125869 1.086225 0.480357 0.08 -0.26 0.00
C 5.467574 0.873410 0.165310 -0.07 -0.04 -0.09
C 6.192492 -0.085468 0.845001 0.00 -0.01 0.04
C 5.590140 -0.828372 1.853749 0.01 0.01 0.01
C 4.266985 -0.588225 2.187568 -0.01 -0.02 -0.01
C 3.526958 0.369152 1.510188 0.02 0.12 -0.07
N 0.069250 2.303769 -0.500491 -0.14 0.11 -0.17
N -1.053541 1.774275 -0.573647 0.01 -0.28 0.29
C -2.198055 2.619017 -0.517495 -0.11 0.15 0.00
C -2.095410 3.986556 -0.761541 0.07 -0.03 0.00
C -3.238245 4.764752 -0.732521 -0.03 0.00 0.00
C -4.476106 4.194948 -0.457684 0.00 -0.01 0.01
C -4.570373 2.832943 -0.213586 0.00 0.02 0.01
C -3.432115 2.043412 -0.248611 0.07 -0.05 0.00
H 4.087810 2.894467 -0.485090 -0.03 0.11 0.24
H 5.933137 1.455020 -0.621994 -0.01 -0.01 -0.01
H 7.230417 -0.251047 0.590536 0.00 0.00 0.00
H 6.158515 -1.575890 2.390117 0.00 0.00 0.00
H 3.802131 -1.140296 2.993434 -0.01 0.00 0.00
H 2.515369 0.584858 1.814058 -0.11 -0.02 -0.05
H -1.126980 4.416645 -0.973756 -0.01 0.01 0.00
H -3.163517 5.825836 -0.928493 0.00 0.00 0.01
H -5.363889 4.811913 -0.432194 0.00 0.00 -0.01
H -5.528679 2.383854 0.010109 0.00 0.00 0.00
H -3.495184 0.978153 -0.046454 -0.02 0.01 -0.02
N -2.770925 -0.803996 -3.114499 0.32 0.01 -0.27
C -1.933953 -0.665705 -2.336334 -0.57 -0.03 0.21
H -3.435892 -0.920902 -3.855036 0.02 0.02 -0.02
I -3.946152 -2.324664 0.740287 0.03 -0.09 0.00
C -2.353698 -3.491016 0.054256 -0.13 0.05 0.04
C -2.415803 -4.872245 0.113844 0.04 0.01 -0.02
C -1.323023 -5.583486 -0.358417 -0.02 0.00 0.03
C -0.230183 -4.900391 -0.870286 0.00 0.00 -0.01
C -0.261580 -3.519602 -0.886403 0.08 0.06 0.01
N -1.308807 -2.830852 -0.427665 -0.31 0.29 0.22
H -3.285429 -5.370580 0.515112 0.01 0.00 0.01
H -1.328506 -6.664703 -0.322583 0.00 0.00 -0.01
H 0.634602 -5.425633 -1.248755 0.01 0.01 0.00
H 0.566141 -2.929720 -1.261150 0.01 0.01 0.01
I -0.019289 -1.772767 2.607584 -0.03 0.10 0.00
C -0.863097 -0.095834 1.637316 0.16 -0.20 0.11
H -0.190336 0.743229 1.776219 0.02 -0.02 -0.08
H -1.829651 0.096264 2.096721 -0.04 0.02 -0.08
```
Positions in Å, forces in eV/Å.

Output
Energy relative to the best compared isomer or geometry (same formula, charge and spin) = 39.7 kJ/mol
Orbital gap (spin up / spin down) = 5.5 / 5.3 eV
Net charge = +1
LUMO (spin up / spin down) = -4.4 / -4.6 eV
Highest occupied orbital energy (spin up / spin down) = -9.93 / -9.81 eV

A molecular structure, C20H18BBrIrN5S, computed with the ωB97M-V functional and the def2-TZVPD basis.

```
47
Properties=species:S:1:pos:R:3:forces:R:3
Ir 1.228346 0.917082 -1.713752 -0.13 0.16 -0.43
S -0.284341 0.179990 -3.240185 0.26 0.09 -0.07
C -1.471576 -0.364078 -2.098259 -0.57 -0.23 -0.40
N -2.542005 -0.997590 -2.529569 0.51 0.12 0.34
N -3.561593 -1.273586 -1.751416 -0.05 -0.15 -0.12
C -4.129051 -0.587261 -0.649772 0.07 -0.04 0.15
C -3.937691 0.771836 -0.421747 -0.05 0.00 -0.05
C -4.598061 1.381364 0.629993 0.01 0.01 0.01
C -5.445806 0.653931 1.457425 -0.01 -0.01 0.01
C -5.647946 -0.694581 1.210659 -0.01 0.03 -0.01
C -4.996190 -1.315377 0.156027 0.07 -0.01 0.05
N -1.234274 -0.229555 -0.775564 0.46 0.20 0.43
N -0.097176 0.246728 -0.446163 -0.64 -0.33 0.09
C 0.123214 0.247836 0.987875 -0.06 -0.03 0.11
C -0.971550 0.077922 1.839438 0.05 0.12 -0.03
C -0.774367 0.064084 3.207108 -0.01 -0.01 0.00
C 0.500617 0.211219 3.738771 0.00 -0.02 0.00
C 1.582357 0.367024 2.889054 0.01 0.01 0.00
C 1.401253 0.380504 1.514241 -0.06 -0.01 -0.07
H -4.147316 -1.991433 -2.150543 -0.08 0.17 -0.12
H -3.296721 1.356306 -1.065999 0.04 -0.01 0.00
H -4.449057 2.439123 0.802411 0.00 0.00 0.00
H -5.950330 1.139879 2.281285 0.00 0.00 0.00
H -6.313516 -1.271516 1.838634 0.00 0.00 0.00
H -5.150764 -2.370747 -0.035925 0.02 0.00 0.00
H -1.963962 -0.025914 1.429996 -0.04 0.01 -0.01
H -1.626986 -0.056407 3.862442 0.00 0.00 -0.01
H 0.647594 0.198246 4.810551 0.00 0.02 0.00
H 2.581332 0.480894 3.287440 0.00 -0.01 -0.01
H 2.256717 0.473494 0.869904 0.09 0.06 -0.09
B 4.294051 3.891032 0.355824 0.02 -0.01 0.00
C 3.357499 2.862084 -0.354777 0.00 -0.03 -0.03
N 2.646827 2.096298 -0.860041 0.01 -0.02 0.17
H 3.570506 4.563496 1.056108 0.01 0.01 0.00
H 4.815352 4.541837 -0.520609 -0.01 0.01 -0.01
H 5.100536 3.249293 0.989150 -0.01 -0.01 0.01
Br 5.351550 -4.273601 -2.121214 0.00 0.00 0.00
C 4.168506 -2.802092 -1.964587 -0.01 -0.02 0.03
C 4.321524 -1.713052 -2.802989 0.00 0.04 -0.05
C 3.454941 -0.634336 -2.682357 0.04 -0.02 0.03
C 2.439062 -0.652501 -1.734481 0.00 -0.06 0.20
C 2.298970 -1.753328 -0.896422 0.01 -0.02 -0.11
C 3.166334 -2.831149 -1.010079 0.02 -0.01 -0.02
H 5.111016 -1.698114 -3.541476 0.00 0.00 0.00
H 3.594236 0.219996 -3.337572 0.01 0.01 0.01
H 1.518615 -1.786143 -0.148222 0.02 -0.05 -0.02
H 3.059326 -3.689136 -0.360614 0.00 0.00 0.01
```
Positions in Å, forces in eV/Å.

Output
Energy relative to the best compared isomer or geometry (same formula, charge and spin) = 14.0 kJ/mol
Orbital gap (spin up / spin down) = 5.8 / 5.8 eV
LUMO (spin up / spin down) = -2.3 / -2.3 eV
Highest occupied orbital energy (spin up / spin down) = -8.09 / -8.08 eV

A molecular structure, C20H18BCl5IrN8S2, computed with the ωB97M-V functional and the def2-TZVPD basis.

```
55
Properties=species:S:1:pos:R:3:forces:R:3
Ir 1.599397 -1.261588 -1.150281 -0.86 0.37 -0.72
Cl -1.269262 -0.202092 -1.324676 -1.10 -0.37 -0.24
C -0.437029 2.274363 -1.636127 0.13 -0.08 0.03
C 0.752244 1.530498 -1.508270 -0.16 -0.36 -0.38
C 1.985212 1.968669 -1.958724 -0.06 0.12 -0.03
Cl 3.188584 0.694219 -2.043274 0.13 -0.10 0.01
C 2.132234 3.269411 -2.374755 0.08 -0.13 -0.04
Cl 3.665651 3.850015 -2.866187 -0.01 0.02 0.00
C 0.978226 4.092302 -2.405913 -0.09 0.08 -0.03
Cl 1.147885 5.730674 -2.894288 0.02 -0.01 0.02
C -0.282059 3.592911 -2.089582 -0.03 0.04 -0.08
Cl -1.687597 4.571142 -2.240416 0.00 0.00 0.01
N -0.779522 -3.382445 -3.569474 0.03 0.15 -0.14
C 0.025327 -4.055367 -4.457005 -0.03 -0.15 0.12
C 1.304187 -3.910873 -4.000806 -0.02 0.18 -0.14
N 1.299371 -3.114563 -2.885488 0.12 -0.23 0.20
C 0.026423 -2.815465 -2.647557 -0.01 -0.26 0.28
C -0.258006 -1.981344 -1.500706 0.58 -0.22 -0.07
N 0.510519 0.297719 -1.113965 1.19 0.50 1.61
C -0.999440 -0.821532 0.614098 0.07 0.13 -0.01
C -1.579568 1.474172 -1.388038 0.08 0.10 0.04
N -2.749328 -0.712315 -1.675130 0.02 0.15 -0.12
H -1.777811 -3.264539 -3.630942 0.01 0.02 -0.01
H -0.373879 -4.573867 -5.310249 0.00 -0.03 0.02
H 2.211683 -4.310522 -4.417871 0.00 0.01 -0.01
H -1.970060 -1.172873 0.950943 0.04 -0.05 -0.08
H -2.606180 1.703869 -1.618454 0.00 0.02 0.02
H -2.768802 -1.688397 -1.372997 0.04 0.02 0.02
C -2.351578 2.947199 2.375116 0.00 -0.01 0.00
N -2.264783 1.688387 3.109316 0.04 0.00 0.00
C -3.006545 1.363085 4.217588 -0.05 -0.04 -0.02
C -2.695110 0.079873 4.533057 0.03 0.04 0.09
N -1.752431 -0.368810 3.645252 -0.07 -0.06 -0.03
B -1.186804 -1.866971 3.626422 0.03 0.00 0.01
N 0.354125 -1.842147 3.485785 -0.08 -0.06 0.02
C 1.240139 -1.788496 4.544862 0.01 0.01 0.02
C 2.488937 -1.836003 4.036749 -0.02 -0.02 -0.01
N 2.342105 -1.923006 2.662398 -0.03 0.03 0.08
C 3.450501 -2.011604 1.728232 0.00 0.04 -0.02
C 1.035754 -1.917697 2.333228 0.26 0.05 -0.09
S 0.140712 -2.208340 0.291311 -0.26 0.09 -0.36
C -1.519528 0.616756 2.783657 0.00 -0.01 0.01
S -0.382575 0.575929 1.457244 -0.02 0.02 0.00
H -2.550168 3.747854 3.081929 0.00 0.00 0.00
H -3.152650 2.894113 1.640072 0.00 0.00 0.00
H -1.413104 3.142910 1.866434 0.02 0.01 0.00
H -3.680340 2.064561 4.676042 0.00 0.00 0.00
H -3.056490 -0.551019 5.324870 0.01 0.00 0.01
H -1.496620 -2.339643 4.684380 -0.01 -0.01 -0.01
H -1.676280 -2.442375 2.686906 0.01 -0.01 0.04
H 0.902448 -1.746570 5.565107 0.00 0.00 0.00
H 3.452785 -1.835330 4.514005 0.00 0.00 0.00
H 4.383067 -2.008732 2.286807 -0.01 -0.01 0.00
H 3.449174 -1.149164 1.058975 0.00 -0.02 0.00
H 3.395848 -2.935009 1.152193 -0.01 0.02 -0.01
```
Positions in Å, forces in eV/Å.

Output
Orbital gap = 5.9 eV
Net charge = +1
LUMO = -3.9 eV
Highest occupied orbital energy = -9.79 eV